(1)
12
Properties=species:S:1:pos:R:3:forces:R:3:mulliken_charge:R:1 method="wB97M-V/def2-TZVPD" max_force_ev_per_a=13.42 de_lowest_kcal_mol=110.06 gap_ev=9.27 mol_weight_da=113.09 energy_ev=-11499.80047
C -1.572391 -0.462379 -0.316937 0.183 0.892 2.980 -0.251
C -0.080678 -0.163003 -0.048354 -1.135 -1.084 -2.484 0.339
C 1.057163 -0.836283 -0.771737 1.010 -2.531 -2.852 -0.104
C 0.122283 0.933195 0.617023 0.661 2.808 1.890 0.019
C 1.470120 1.291631 0.854839 11.804 -1.507 6.202 -0.050
H -1.932732 -0.284874 -1.392630 0.312 -0.599 1.932 0.302
H -1.769255 -1.363908 0.329378 -0.413 0.222 -1.922 0.254
H 0.715209 -1.312739 -2.013936 0.654 1.441 3.395 0.163
H -0.654281 1.582618 1.102350 0.941 -0.866 -0.866 0.458
N 2.660431 1.146074 1.401187 -10.877 2.015 -5.240 -0.412
O 2.207131 -1.047574 -0.412934 -3.023 0.732 -0.569 -0.383
F -2.222999 0.517240 0.651750 -0.117 -1.524 -2.466 -0.336

***

(2)
12
Properties=species:S:1:pos:R:3:forces:R:3:mulliken_charge:R:1 method="wB97M-V/def2-TZVPD" max_force_ev_per_a=3.14 de_lowest_kcal_mol=30.77 gap_ev=9.83 mol_weight_da=113.09 energy_ev=-11503.23870 smiles="C=Cc1ncoc1F"
C -2.245298 0.005656 -0.046907 -2.000 -0.188 0.263 -0.661
C -1.144321 0.736629 0.044618 -0.684 0.039 -0.056 -0.442
C 0.157724 0.116314 0.027495 -0.766 -0.273 0.665 0.594
N 0.450797 -1.244571 0.141356 1.227 -0.149 -1.215 -0.521
C 1.741499 -1.295362 0.004564 -0.736 0.064 0.544 -0.045
O 2.394586 -0.082148 -0.012746 -1.763 -0.657 -0.469 -0.314
C 1.307366 0.745047 -0.019269 2.788 1.424 0.237 0.461
F 1.639106 2.017043 0.030436 -0.255 0.149 -0.192 -0.272
H -3.313314 0.433614 0.044478 2.028 -0.638 -0.322 0.238
H -2.152854 -1.091754 -0.158465 -0.168 0.771 0.147 0.275
H -1.171494 1.823869 0.110352 0.008 -0.230 0.083 0.280
H 2.336200 -2.164338 -0.165915 0.320 -0.311 0.314 0.405

***

(3)
17
Properties=species:S:1:pos:R:3:forces:R:3:mulliken_charge:R:1 method="wB97M-V/def2-TZVPD" s_squared=12.02 max_force_ev_per_a=5.71 de_lowest_kcal_mol=0.00 multiplicity=7 gap_ev="7.05 / 6.16" mol_weight_da=231.92 energy_ev=-53965.56694
O 1.508525 0.683470 -0.043757 -0.387 -0.224 3.550 -0.443
C 1.425260 0.131821 -1.189621 -2.214 1.947 -4.894 0.659
O 2.057899 0.530514 -2.161935 -0.768 -1.814 1.842 -0.515
O 1.935088 -1.406320 1.913067 -1.788 1.159 1.892 -0.587
O 3.805018 -2.522076 1.283543 -2.056 1.201 -0.008 -0.386
C 2.774184 -1.910865 1.105027 3.166 -1.888 -1.501 0.381
Fe 0.775011 0.046104 1.614261 -0.132 -0.149 -1.545 1.142
O -1.023374 0.319064 1.722661 1.935 -0.410 0.577 -0.654
C -2.002994 0.810838 0.891894 -1.473 0.507 -1.122 -0.125
C -1.571920 0.985347 -0.557221 0.590 0.123 -0.392 -0.697
O -1.272372 -0.288559 -1.157833 -0.810 0.947 0.734 -0.316
C -0.080396 -0.671928 -1.565522 3.161 -2.338 -0.283 0.682
H -2.895408 0.151190 0.894883 0.514 0.100 0.197 0.311
H -2.370491 1.809713 1.209894 0.344 -0.400 0.176 0.360
H -0.696151 1.642852 -0.650519 -0.222 -0.064 0.106 0.362
H -2.386220 1.412489 -1.156295 0.125 -0.081 0.290 0.345
O 0.018337 -1.723649 -2.152528 0.017 1.381 0.382 -0.520

***

(4)
18
Properties=species:S:1:pos:R:3:forces:R:3:mulliken_charge:R:1 method="wB97M-V/def2-TZVPD" s_squared=0.75 max_force_ev_per_a=2.23 de_lowest_kcal_mol=0.00 total_charge=-1 multiplicity=2 gap_ev="2.10 / 1.95" mol_weight_da=222.12 energy_ev=-36113.30140
O 3.481316 2.200685 0.636583 0.333 0.174 0.920 -0.431
C 4.420442 1.525710 1.436169 -0.324 0.130 -0.184 -0.377
C 4.956741 0.399825 0.525578 -0.160 -0.013 -0.295 -0.364
O 4.484237 0.745287 -0.748510 0.793 -0.521 0.217 -0.448
C 3.218702 1.433811 -0.574461 -1.062 0.673 -1.461 0.894
H 5.210875 2.230279 1.735152 -0.050 -0.075 -0.008 0.286
H 3.953655 1.119024 2.348576 0.060 0.020 -0.046 0.184
H 4.568817 -0.586007 0.839267 0.037 0.094 0.012 0.175
H 6.052930 0.351297 0.504373 -0.102 -0.016 0.016 0.296
Li 0.273872 -0.994019 -0.158565 0.610 0.704 -0.264 0.924
O 1.172194 0.636864 0.541565 -0.551 -0.168 0.325 -0.947
O 2.889926 2.167509 -1.578765 0.152 -0.492 0.649 -0.941
O 2.073368 -0.700482 -0.955260 -0.290 -0.573 -0.086 -0.948
C 2.087445 0.373482 -0.288576 0.502 0.140 0.110 0.750
C -2.379927 -1.254859 -1.336676 1.122 -1.135 1.563 0.371
O -3.508812 -1.717445 -1.466266 -1.078 -0.181 -0.385 -0.637
O -1.478652 -1.645245 -0.555916 -0.483 0.595 -0.774 -0.692
K -4.439741 -3.810138 -0.110166 0.493 0.641 -0.308 0.906

***

(5)
10
Properties=species:S:1:pos:R:3:forces:R:3:mulliken_charge:R:1 method="wB97M-V/def2-TZVPD" max_force_ev_per_a=6.25 de_lowest_kcal_mol=78.86 total_charge=+1 gap_ev="7.07 / 7.07" mol_weight_da=78.09 energy_ev=-6724.92009
C 3.023088 -0.429807 -0.416948 1.918 -0.796 -0.831 0.072
C -1.353556 0.040549 0.172982 -5.988 1.472 1.015 -0.023
C 0.986032 0.396791 0.301565 0.124 3.597 3.989 0.134
C -2.626680 0.249007 0.372974 1.267 -0.493 1.672 -0.667
C -0.133994 -0.088084 -0.142337 1.554 -3.902 -4.506 0.240
N 2.044860 -0.216781 0.183246 2.691 0.030 -0.203 0.046
H 4.032882 -0.110868 -0.636191 0.027 -0.137 0.131 0.368
H -3.234498 -0.172034 1.221879 0.711 0.093 -1.228 0.291
H -3.002590 1.132115 -0.114768 -0.349 0.181 -0.412 0.276
H 0.264455 -0.800887 -0.942402 -1.955 -0.044 0.374 0.263

***

(6)
10
Properties=species:S:1:pos:R:3:forces:R:3:mulliken_charge:R:1 method="wB97M-V/def2-TZVPD" max_force_ev_per_a=4.89 de_lowest_kcal_mol=136.56 total_charge=+1 gap_ev=8.66 mol_weight_da=78.09 energy_ev=-6722.41826
C -4.125532 0.082504 -0.503530 -3.048 0.311 -1.262 -0.075
C -1.853908 -0.731644 -0.481959 2.257 -0.639 -1.744 -0.291
C -1.880648 0.334528 0.931041 0.688 2.233 -3.634 -0.078
C -3.003041 0.022297 0.070693 3.370 -0.191 2.765 0.397
C 0.463401 0.523567 -0.238186 4.156 0.005 1.572 -0.625
N -0.895447 0.237057 -0.041751 -4.139 -1.633 2.035 0.263
H -1.809901 0.561948 1.943896 0.282 -0.357 1.915 0.433
H 1.020489 -0.121625 -0.949760 -1.235 0.509 -0.181 0.324
H 0.557971 1.593648 -0.410800 -0.229 0.044 -0.751 0.344
H 1.216415 0.452334 0.658059 -2.103 -0.282 -0.714 0.307

***

(7)
10
Properties=species:S:1:pos:R:3:forces:R:3:mulliken_charge:R:1 method="wB97M-V/def2-TZVPD" max_force_ev_per_a=4.25 de_lowest_kcal_mol=65.53 total_charge=+1 gap_ev=8.20 mol_weight_da=78.09 energy_ev=-6725.49842
C -1.605957 -0.109541 0.015413 -1.066 1.853 -0.043 0.553
C -2.874214 0.347737 -0.032808 1.127 -0.081 0.088 -0.089
C -0.938079 -1.473432 -0.011430 -4.005 -0.929 0.243 -0.140
C 0.689341 0.025566 -0.001501 -1.005 1.993 -3.614 -0.482
C -0.588205 0.888157 0.029692 0.405 -0.517 -0.366 -0.044
N 0.266771 -1.288629 0.010210 3.407 -2.007 0.692 -0.293
H -1.608105 -2.417052 0.008215 1.750 1.483 -0.166 0.336
H 1.280976 0.169578 -1.031860 -1.435 0.083 1.474 0.361
H 1.428768 0.472424 0.593367 1.181 -0.199 1.764 0.395
H -0.598202 2.024615 0.061115 -0.359 -1.679 -0.072 0.403

***

(8)
10
Properties=species:S:1:pos:R:3:forces:R:3:mulliken_charge:R:1 method="wB97M-V/def2-TZVPD" max_force_ev_per_a=4.35 de_lowest_kcal_mol=82.05 total_charge=+1 gap_ev=8.55 mol_weight_da=78.09 energy_ev=-6724.78174
C 1.751357 -1.933658 -0.266869 1.020 -1.585 0.340 -0.208
C 0.956430 -0.952793 -0.211042 -3.043 0.283 0.027 0.225
C -1.449242 0.727775 1.774676 1.830 -0.958 -1.092 0.136
C 0.800482 0.258240 -0.942991 0.667 2.131 -1.115 -0.438
C -0.442092 -0.159702 -0.318069 1.584 -2.431 -1.666 -0.166
N -0.938353 0.340802 0.816575 -2.065 1.535 3.509 0.126
H -1.621802 0.927874 2.826888 -0.513 0.225 -0.303 0.427
H 1.412386 1.048885 -0.635062 0.435 1.407 0.856 0.273
H 0.677032 0.293144 -1.988377 0.278 -0.493 -1.301 0.263
H -1.146197 -0.550566 -1.055729 -0.193 -0.114 0.745 0.362

***

(9)
11
Properties=species:S:1:pos:R:3:forces:R:3:mulliken_charge:R:1 method="wB97M-V/def2-TZVPD" max_force_ev_per_a=1.28 de_lowest_kcal_mol=85.96 gap_ev=9.20 mol_weight_da=92.10 energy_ev=-8225.76577 smiles=C#Cc1ccn[nH]1
C 2.569081 -0.177698 -0.074727 -0.600 -0.110 0.095 -0.231
C 1.564811 -0.658002 0.412795 0.285 0.163 -0.115 -0.309
C 0.166036 -0.523246 0.581913 -0.112 0.145 -0.180 0.239
C -0.788031 -0.956726 -0.321427 -0.056 -0.008 0.037 -0.296
C -1.645152 0.142460 -0.466773 -0.273 -0.006 0.010 -0.316
N -1.292129 1.161760 0.315266 -0.208 -0.237 0.042 -0.725
N -0.220098 0.729653 0.961832 0.016 0.056 0.098 0.256
H 2.531318 0.542939 -0.874848 1.269 -0.057 -0.163 0.298
H -0.776431 -1.887077 -0.869669 0.006 0.172 0.047 0.368
H -2.460612 0.259312 -1.163703 -0.122 -0.051 0.212 0.429
H 0.351203 1.366625 1.499345 -0.204 -0.066 -0.083 0.288

***

(10)
11
Properties=species:S:1:pos:R:3:forces:R:3:mulliken_charge:R:1 method="wB97M-V/def2-TZVPD" max_force_ev_per_a=0.56 de_lowest_kcal_mol=47.81 gap_ev=9.81 mol_weight_da=92.10 energy_ev=-8227.41995 smiles=C#Cc1cn[nH]c1
C -1.200047 1.904284 1.645961 0.242 -0.382 -0.094 -0.166
C -0.656001 0.908302 1.238194 -0.254 0.492 0.066 -0.389
C -0.131299 -0.078227 0.352766 0.061 0.136 -0.197 0.399
C -0.741318 -0.285760 -0.908950 -0.063 -0.017 -0.178 -0.282
N 0.037761 -0.952371 -1.735583 -0.085 -0.002 0.194 -0.773
N 1.139543 -1.204512 -1.012266 0.171 -0.120 0.042 0.262
C 1.091629 -0.711212 0.245608 -0.035 0.068 -0.050 -0.548
H -1.656177 2.830496 1.910513 0.044 -0.175 0.244 0.399
H -1.720823 0.066645 -1.201191 0.151 -0.060 -0.093 0.466
H 1.930024 -1.622338 -1.475502 -0.125 -0.112 0.165 0.208
H 1.906708 -0.855307 0.940450 -0.107 0.172 -0.098 0.425